Molecular formula: C6H8N2O
Method: DFT, ωB97M-V with the def2-TZVPD basis set

Geometry as XYZ:
```
17
Properties=species:S:1:pos:R:3:nbo_charge:R:1
C 1.36133 0.17689 -1.58646 -0.595
C 1.09804 0.28032 -0.00854 -0.080
N 0.06492 1.30087 0.25402 -0.634
C -1.22117 1.18094 0.68077 0.776
O -1.80501 2.19318 1.03246 -0.662
N -1.75325 -0.04725 0.64405 -0.641
C -1.03948 -1.16897 0.25493 -0.094
C -0.13027 -1.88555 1.11794 -0.192
C 0.54441 -0.94768 0.52867 0.064
H 1.27266 1.08786 -2.05333 0.220
H 0.60025 -0.36159 -2.10225 0.207
H 2.22866 -0.36605 -1.77877 0.206
H 2.14204 0.59457 0.30782 0.216
H 0.48451 2.19024 0.48664 0.410
H -2.61234 -0.13020 1.15530 0.406
H -1.28008 -1.52437 -0.80777 0.174
H 0.04476 -2.57323 1.87453 0.217
```

Results
SMILES   C[C@H]1NC(=O)N[C@@H]2C=C12
ΔE to the lowest compared entry with this formula, charge and spin   273.93 kJ/mol
E_HOMO   -0.349 Ha